# 1
A structure of composition C36H53BiN5Si2, computed with ωB97M-V with the def2-TZVPD basis set.

```
97
Properties=species:S:1:pos:R:3
Bi 1.773 -0.943 0.450
C 0.765 -1.077 4.523
C 2.025 -0.323 4.268
C 2.637 0.508 5.230
C 3.667 1.347 4.787
C 4.026 1.391 3.455
C 3.340 0.554 2.518
N 2.515 -0.431 2.974
N 3.448 0.698 1.174
Si 4.673 1.813 0.518
C 4.605 1.524 -1.309
C 6.416 1.412 1.160
C 4.428 3.636 0.791
H 0.973 -2.147 4.621
H 0.102 -0.989 3.615
H 0.242 -0.779 5.437
H 2.384 0.454 6.294
H 4.173 2.001 5.492
H 4.809 2.051 3.206
H 3.633 1.055 -1.569
H 5.373 0.786 -1.655
H 4.760 2.434 -1.908
H 6.439 0.370 1.610
H 6.780 2.158 1.888
H 7.159 1.424 0.351
H 3.504 4.011 0.272
H 5.318 4.177 0.375
H 4.338 3.915 1.862
C -4.440 -4.905 1.513
C -4.310 -4.088 0.241
C -4.423 -5.014 -0.986
C -5.485 -3.100 0.128
C -2.987 -3.376 0.240
C -1.786 -4.142 0.246
C -0.588 -3.496 0.328
N -0.477 -2.169 0.481
C -1.617 -1.411 0.469
C -2.875 -2.005 0.359
C -1.461 0.018 0.643
C -2.569 0.898 0.418
C -2.460 2.259 0.700
C -1.198 2.701 1.182
C -0.139 1.829 1.283
N -0.254 0.493 1.040
C -3.641 3.253 0.557
C -3.835 3.983 1.925
C -4.903 2.456 0.174
C -3.335 4.231 -0.575
H -5.476 -5.309 1.614
H -4.321 -4.236 2.402
H -3.725 -5.761 1.588
H -5.473 -5.440 -0.979
H -3.671 -5.841 -0.940
H -4.251 -4.473 -1.939
H -6.426 -3.662 0.040
H -5.379 -2.429 -0.741
H -5.569 -2.477 1.032
H -1.814 -5.213 0.192
H 0.314 -4.075 0.351
H -3.789 -1.424 0.507
H -3.467 0.462 0.013
H -1.011 3.734 1.487
H 0.831 2.216 1.566
H -3.810 3.261 2.753
H -4.828 4.512 1.976
H -3.047 4.724 2.119
H -5.147 1.711 0.978
H -4.799 1.908 -0.768
H -5.795 3.126 0.071
H -2.403 4.788 -0.372
H -4.150 4.973 -0.708
H -3.213 3.644 -1.530
C 3.722 -2.387 -1.910
Si 2.366 -1.658 -3.028
C 1.132 -3.020 -3.385
C 3.127 -1.118 -4.679
N 1.722 -0.404 -1.952
C 1.068 0.643 -2.562
C 1.220 2.008 -2.149
C 0.558 3.041 -2.816
C -0.445 2.781 -3.736
C -0.600 1.472 -4.150
C 0.200 0.450 -3.671
H 4.540 -2.898 -2.475
H 3.378 -3.146 -1.168
H 4.193 -1.544 -1.348
H 1.526 -4.011 -3.095
H 0.827 -3.066 -4.453
H 0.187 -2.888 -2.816
H 2.394 -1.029 -5.515
H 3.915 -1.870 -4.997
H 3.633 -0.123 -4.619
H 1.795 2.241 -1.275
H 0.810 4.077 -2.608
H -1.103 3.582 -4.131
H -1.363 1.248 -4.886
H 0.092 -0.546 -4.086
```

The charge is +1. Its spin multiplicity is 1.

These are the Löwdin partial charges, in e, on atoms 1 to 4: 1.897, -0.047, -0.318, -0.042

***

# 2
The ion C36H53F2N2O3 with charge +1, computed with ωB97M-V with the def2-TZVPD basis set.

```
96
Properties=species:S:1:pos:R:3
C -6.549 1.256 6.345
C -5.384 2.347 6.299
C -5.181 2.904 4.821
C -3.880 2.338 4.107
C -4.117 0.823 3.610
C -3.553 -0.191 4.730
C -4.523 -1.417 5.022
C -3.918 -2.849 4.700
C -3.945 -3.112 3.133
C -2.794 -2.393 2.310
C -1.346 -2.494 2.960
C -0.371 -1.583 2.059
C 0.792 -2.448 1.375
C 0.233 -3.696 0.573
C 0.751 -3.819 -0.922
C 0.711 -2.494 -1.755
C -0.562 -1.966 -2.265
C -2.001 -2.539 -2.063
C -2.902 -1.395 -1.374
F -2.104 -3.780 -1.440
N -0.507 -0.778 -3.021
C 0.654 -0.091 -3.329
N 0.545 1.107 -4.162
C 0.380 0.707 -5.356
O 0.523 0.389 -6.452
C 1.973 -0.551 -2.878
C 3.266 0.245 -3.286
O 3.135 1.663 -3.123
C 3.947 2.356 -4.065
C 3.562 2.470 -5.487
C 4.352 3.154 -6.529
C 3.928 3.262 -8.034
C 5.645 3.786 -6.109
C 6.048 3.687 -4.683
C 5.237 2.977 -3.648
C 5.814 2.975 -2.188
C 5.204 4.179 -1.335
C 5.621 1.621 -1.400
C 2.007 -1.804 -2.035
C 3.418 -2.258 -1.534
C 3.883 -1.206 -0.426
O 4.921 -1.310 0.128
F 3.058 -0.111 -0.110
H -6.148 0.315 6.831
H -7.415 1.631 6.958
H -6.924 0.950 5.329
H -4.416 1.976 6.746
H -5.698 3.226 6.942
H -6.059 2.577 4.180
H -5.113 4.032 4.772
H -2.962 2.357 4.759
H -3.691 2.972 3.185
H -5.197 0.601 3.391
H -3.532 0.737 2.644
H -3.409 0.346 5.717
H -2.522 -0.479 4.383
H -4.759 -1.420 6.133
H -5.500 -1.275 4.472
H -4.643 -3.602 5.150
H -2.924 -3.050 5.183
H -4.924 -2.664 2.763
H -4.006 -4.210 2.860
H -2.733 -2.915 1.305
H -3.011 -1.301 2.154
H -1.045 -3.589 2.930
H -1.316 -2.203 4.047
H -0.979 -1.172 1.191
H 0.038 -0.763 2.710
H 1.406 -2.841 2.249
H 1.510 -1.800 0.785
H 0.613 -4.620 1.113
H -0.894 -3.776 0.634
H 0.113 -4.592 -1.456
H 1.777 -4.295 -0.869
H -2.448 -2.656 -3.103
H -3.189 -1.746 -0.348
H -3.805 -1.141 -2.010
H -2.297 -0.450 -1.238
H -1.381 -0.382 -3.397
H 3.424 0.054 -4.400
H 4.203 -0.115 -2.778
H 2.602 1.982 -5.812
H 4.277 4.229 -8.514
H 4.349 2.427 -8.673
H 2.807 3.246 -8.178
H 6.264 4.329 -6.878
H 7.027 4.184 -4.423
H 6.935 3.151 -2.242
H 5.648 5.154 -1.674
H 5.443 4.035 -0.236
H 4.093 4.230 -1.503
H 6.194 1.664 -0.423
H 4.558 1.380 -1.133
H 6.043 0.745 -1.972
H 3.458 -3.270 -1.060
H 4.182 -2.167 -2.361
```

The charge is +1. Its spin multiplicity is 1.

These are the Löwdin partial charges, in e, on atoms 1 to 4: -0.113, -0.233, -0.216, -0.211

***

# 3
A cluster of 4 separate species, C36H53N4 in total, computed with ωB97M-V with the def2-TZVPD basis set.

```
93
Properties=species:S:1:pos:R:3
C -3.915 2.574 -0.687
C -2.900 3.250 -1.694
C -3.800 3.981 -2.815
C -1.816 2.259 -2.324
C -1.692 0.845 -1.574
C -2.079 -0.244 -2.661
C -2.566 -1.636 -2.075
C -3.496 -1.529 -0.795
C -2.857 -2.419 0.352
C -3.317 -2.021 1.809
C -2.302 -0.998 2.495
C -2.937 -0.598 3.913
C -1.837 -0.325 5.010
C -0.910 -1.578 5.311
C -0.276 -1.482 6.767
C 1.283 -1.153 6.690
C 2.178 -2.391 6.276
N 3.189 -1.919 5.296
C 4.587 -2.017 5.457
C 5.221 -1.406 4.278
C 4.152 -0.908 3.344
C 2.949 -1.295 4.068
H -4.844 3.236 -0.678
H -3.518 2.600 0.362
H -4.272 1.561 -1.011
H -2.336 4.067 -1.162
H -3.832 5.099 -2.630
H -3.413 3.799 -3.856
H -4.858 3.577 -2.804
H -2.095 2.127 -3.422
H -0.810 2.790 -2.340
H -0.593 0.785 -1.296
H -2.830 0.115 -3.428
H -1.128 -0.468 -3.259
H -1.730 -2.362 -1.852
H -3.187 -2.140 -2.883
H -3.737 -0.482 -0.479
H -4.492 -2.020 -1.044
H -3.222 -3.477 0.171
H -1.730 -2.433 0.322
H -4.334 -1.539 1.773
H -3.368 -2.913 2.512
H -1.271 -1.426 2.610
H -2.253 -0.090 1.819
H -3.547 0.330 3.709
H -3.593 -1.454 4.229
H -2.394 -0.098 5.972
H -1.200 0.563 4.738
H -1.581 -2.484 5.295
H -0.149 -1.719 4.495
H -0.478 -2.380 7.408
H -0.743 -0.566 7.243
H 1.377 -0.265 6.008
H 1.630 -0.811 7.710
H 2.746 -2.735 7.191
H 1.597 -3.271 5.884
H 5.139 -2.479 6.306
H 6.303 -1.299 4.041
H 4.206 -0.378 2.371
H 1.868 -1.159 3.836
N -3.474 2.696 -6.575
C -2.582 1.705 -6.683
C -2.921 0.384 -6.925
C -4.263 0.067 -7.060
C -5.207 1.076 -6.951
C -4.763 2.366 -6.711
H -1.545 2.002 -6.566
H -2.156 -0.376 -7.005
H -4.570 -0.955 -7.249
H -6.265 0.867 -7.050
H -5.463 3.190 -6.621
N 1.169 4.415 -6.458
C 2.367 4.444 -5.862
C 2.545 4.565 -4.493
C 1.419 4.665 -3.691
C 0.167 4.641 -4.284
C 0.097 4.514 -5.661
H 3.219 4.365 -6.531
H 3.540 4.579 -4.065
H 1.515 4.761 -2.616
H -0.735 4.717 -3.692
H -0.862 4.485 -6.169
N 8.453 -4.078 0.111
C 9.649 -4.060 0.708
C 9.829 -3.870 2.069
C 8.705 -3.685 2.859
C 7.454 -3.697 2.264
C 7.383 -3.898 0.894
H 10.498 -4.206 0.049
H 10.822 -3.868 2.499
H 8.803 -3.532 3.928
H 6.554 -3.555 2.849
H 6.426 -3.920 0.383
```

The charge is -1. Its spin multiplicity is 1.

These are the Löwdin partial charges, in e, on atoms 1 to 4: -0.135, -0.395, -0.120, -0.271

***

Which Kohn-Sham gap belongs to each record? In order, 5.799; 6.210; 3.562 eV.
Which E_HOMO belongs to each record? In order, -9.75; -10.72; -1.39 eV.